Entry 1:
Molecular formula: C19H38AgN5Si3
Method: DFT, ωB97M-V with the def2-TZVPD basis set

CARTESIAN COORDINATES (ANGSTROEM)
1 Ag -0.373 -0.014 0.955
2 C 0.208 -1.071 -2.579
3 Si -1.225 -1.583 -1.504
4 C -1.935 -3.179 -2.348
5 C -2.677 -0.384 -1.604
6 C -0.607 -2.015 0.311
7 Si -1.968 -2.800 1.369
8 C -1.699 -2.299 3.120
9 C -1.932 -4.699 1.014
10 C -3.726 -2.140 0.940
11 Si 1.089 -2.815 0.339
12 C 1.675 -3.407 2.002
13 C 1.319 -4.337 -0.819
14 C 2.482 -1.536 -0.005
15 C 3.305 -1.643 -1.138
16 C 4.251 -0.615 -1.357
17 C 4.454 0.276 -0.306
18 C 3.686 0.211 0.852
19 N 2.614 -0.616 0.943
20 H -0.121 -0.408 -3.389
21 H 0.715 -1.858 -3.087
22 H 0.967 -0.514 -2.032
23 H -2.839 -3.484 -1.829
24 H -1.247 -4.043 -2.241
25 H -2.072 -2.920 -3.407
26 H -3.657 -0.766 -1.942
27 H -2.351 0.391 -2.325
28 H -2.935 0.126 -0.677
29 H -0.712 -1.744 3.202
30 H -1.683 -3.141 3.793
31 H -2.529 -1.658 3.433
32 H -0.912 -5.056 1.109
33 H -2.268 -4.706 -0.049
34 H -2.612 -5.174 1.672
35 H -3.816 -1.119 1.262
36 H -4.441 -2.714 1.511
37 H -4.029 -2.258 -0.113
38 H 1.163 -4.255 2.322
39 H 1.499 -2.613 2.699
40 H 2.717 -3.672 1.991
41 H 0.761 -5.143 -0.376
42 H 2.397 -4.638 -0.824
43 H 1.019 -4.144 -1.824
44 H 3.081 -2.372 -1.898
45 H 4.781 -0.584 -2.301
46 H 5.268 1.053 -0.384
47 H 3.791 0.881 1.675
48 C -1.364 6.859 -0.056
49 C 0.113 6.427 -0.283
50 C 1.086 6.661 0.856
51 C 0.212 5.026 -0.825
52 N 0.142 4.024 0.263
53 C 0.543 2.762 0.112
54 N 0.176 2.047 1.182
55 N -0.346 3.013 2.037
56 N -0.482 4.149 1.496
57 H -1.432 7.727 0.637
58 H -1.911 6.079 0.460
59 H -1.777 7.108 -1.040
60 H 0.496 6.974 -1.185
61 H 0.396 6.752 1.768
62 H 1.547 7.609 0.917
63 H 1.820 5.894 0.994
64 H 1.229 4.882 -1.221
65 H -0.540 4.861 -1.586
66 H 1.218 2.346 -0.682

The calculated total energy is -55402.194 eV. Its total charge is 0.

Entry 2:
Molecular formula: C3HNO2
Method: DFT, ωB97M-V with the def2-TZVPD basis set

CARTESIAN COORDINATES (ANGSTROEM)
1 C -0.212 -1.004 -0.988
2 C -0.729 0.021 -0.517
3 C -0.597 1.009 0.378
4 N 0.937 0.210 1.446
5 O -0.985 2.045 0.699
6 O 1.527 -0.578 0.794
7 H 0.059 -1.703 -1.811

Its total charge is 0. The energy above the lowest of the compared OMol25 structures with the same formula, charge and spin comes out at 98.1 kcal/mol.

Entry 3:
Molecular formula: C28H27Ge2N3O4S5Ti
Method: DFT, ωB97M-V with the def2-TZVPD basis set

CARTESIAN COORDINATES (ANGSTROEM)
1 Ti 0.263 1.056 -1.122
2 O 1.593 3.637 3.710
3 C 2.720 3.270 3.134
4 O 3.805 3.520 3.613
5 C 2.601 2.528 1.857
6 C 3.655 2.009 1.152
7 N 3.156 1.410 0.046
8 N 1.815 1.490 -0.001
9 C 1.451 2.178 1.106
10 C 0.012 2.375 1.290
11 O -0.440 2.942 2.300
12 O -0.707 1.893 0.330
13 H 0.775 3.378 3.176
14 H 4.707 2.044 1.376
15 H 3.641 0.870 -0.651
16 S -0.187 -4.414 -6.009
17 C -0.085 -3.103 -5.026
18 S -1.461 -2.288 -4.361
19 C -0.595 -1.081 -3.424
20 C 0.756 -1.162 -3.462
21 S 1.834 -0.175 -2.543
22 S 1.417 -2.391 -4.528
23 S -1.509 0.081 -2.531
24 C 0.242 5.393 -3.013
25 C -0.937 4.691 -2.799
26 C -0.881 3.369 -2.415
27 N 0.281 2.708 -2.217
28 C 1.421 3.390 -2.455
29 C 1.441 4.710 -2.845
30 H 0.228 6.433 -3.306
31 H -1.899 5.167 -2.935
32 H -1.787 2.802 -2.256
33 H 2.337 2.825 -2.353
34 H 2.390 5.200 -3.018
35 C -3.139 -2.258 2.440
36 Ge -2.885 -0.847 1.053
37 C -4.241 -1.128 -0.369
38 C -3.355 0.885 1.886
39 Ge -0.575 -0.965 0.161
40 C 0.607 -0.827 1.772
41 C 0.121 -0.261 2.949
42 C 0.941 -0.093 4.058
43 C 2.268 -0.488 4.008
44 C 2.770 -1.053 2.842
45 C 1.950 -1.208 1.736
46 C -0.316 -2.835 -0.482
47 C 0.924 -3.343 -0.863
48 C 1.059 -4.654 -1.297
49 C -0.051 -5.482 -1.378
50 C -1.294 -4.993 -1.009
51 C -1.421 -3.684 -0.567
52 H -3.781 -1.884 3.240
53 H -2.179 -2.545 2.871
54 H -3.604 -3.147 2.011
55 H -5.231 -0.894 0.031
56 H -4.243 -2.154 -0.738
57 H -4.038 -0.465 -1.209
58 H -4.441 1.007 1.881
59 H -2.904 1.710 1.340
60 H -3.005 0.935 2.917
61 H -0.912 0.067 2.997
62 H 0.542 0.358 4.959
63 H 2.908 -0.346 4.870
64 H 3.808 -1.365 2.789
65 H 2.360 -1.629 0.826
66 H 1.797 -2.705 -0.847
67 H 2.031 -5.022 -1.603
68 H 0.046 -6.498 -1.740
69 H -2.168 -5.630 -1.079
70 H -2.398 -3.312 -0.278

The calculated total energy is -232462.625 eV. Its total charge is -1. The multiplicity is 4. Its expectation value of S² is 3.77.

Entry 4:
Molecular formula: C14H7Cl2F3N2O2SeSr
Method: DFT, ωB97M-V with the def2-TZVPD basis set

CARTESIAN COORDINATES (ANGSTROEM)
1 Sr 0.099 0.122 -0.305
2 Cl -7.158 2.762 -0.473
3 C -5.510 2.259 -0.709
4 C -4.881 2.531 -1.929
5 C -3.585 2.145 -2.151
6 Cl -2.843 2.500 -3.673
7 C -2.821 1.452 -1.171
8 O -1.617 1.082 -1.390
9 C -3.490 1.209 0.067
10 C -2.857 0.569 1.194
11 O -1.693 0.171 1.276
12 C -4.826 1.608 0.278
13 H -5.423 3.049 -2.708
14 H -3.505 0.445 2.076
15 H -5.307 1.399 1.225
16 F 1.325 -2.754 -2.121
17 C 0.780 -2.346 -0.927
18 F 0.022 -3.418 -0.525
19 F 1.911 -2.424 -0.045
20 Se 3.841 0.611 0.807
21 N 2.205 1.352 0.595
22 C 2.316 2.621 0.941
23 C 1.237 3.572 0.925
24 C 1.487 4.840 1.310
25 C 2.798 5.269 1.738
26 C 3.839 4.413 1.767
27 C 3.624 3.049 1.365
28 N 4.566 2.131 1.359
29 H 0.245 3.277 0.605
30 H 0.688 5.569 1.303
31 H 2.929 6.300 2.037
32 H 4.829 4.710 2.084

Its total charge is 0. The energy above the lowest of the compared OMol25 structures with the same formula, charge and spin comes out at 0.0 kcal/mol.

> What is the total charge in the first record?

0

What did the fourth record say?
Molecular formula: C14H7Cl2F3N2O2SeSr
Method: DFT, ωB97M-V with the def2-TZVPD basis set

CARTESIAN COORDINATES (ANGSTROEM)
1 Sr 0.099 0.122 -0.305
2 Cl -7.158 2.762 -0.473
3 C -5.510 2.259 -0.709
4 C -4.881 2.531 -1.929
5 C -3.585 2.145 -2.151
6 Cl -2.843 2.500 -3.673
7 C -2.821 1.452 -1.171
8 O -1.617 1.082 -1.390
9 C -3.490 1.209 0.067
10 C -2.857 0.569 1.194
11 O -1.693 0.171 1.276
12 C -4.826 1.608 0.278
13 H -5.423 3.049 -2.708
14 H -3.505 0.445 2.076
15 H -5.307 1.399 1.225
16 F 1.325 -2.754 -2.121
17 C 0.780 -2.346 -0.927
18 F 0.022 -3.418 -0.525
19 F 1.911 -2.424 -0.045
20 Se 3.841 0.611 0.807
21 N 2.205 1.352 0.595
22 C 2.316 2.621 0.941
23 C 1.237 3.572 0.925
24 C 1.487 4.840 1.310
25 C 2.798 5.269 1.738
26 C 3.839 4.413 1.767
27 C 3.624 3.049 1.365
28 N 4.566 2.131 1.359
29 H 0.245 3.277 0.605
30 H 0.688 5.569 1.303
31 H 2.929 6.300 2.037
32 H 4.829 4.710 2.084

Its total charge is 0. The energy above the lowest of the compared OMol25 structures with the same formula, charge and spin comes out at 0.0 kcal/mol.

Copy entry 2 word for word.
Molecular formula: C3HNO2
Method: DFT, ωB97M-V with the def2-TZVPD basis set

CARTESIAN COORDINATES (ANGSTROEM)
1 C -0.212 -1.004 -0.988
2 C -0.729 0.021 -0.517
3 C -0.597 1.009 0.378
4 N 0.937 0.210 1.446
5 O -0.985 2.045 0.699
6 O 1.527 -0.578 0.794
7 H 0.059 -1.703 -1.811

Its total charge is 0. The energy above the lowest of the compared OMol25 structures with the same formula, charge and spin comes out at 98.1 kcal/mol.

> Which formula does entry 1 have?

C19H38AgN5Si3